Below is one molecule with the formula C3H6N4S, with properties calculated with ωB97M-V/def2-TZVPD.

For the calculated total energy, the calculation gives -735.06576 Eh. The charge is 0. Its LUMO energy is -0.17 eV. The value obtained for the relative energy (zero: lowest compared OMol25 entry of this formula, charge and spin) is 50.2 kcal per mole. Its SMILES is [H]/N=C/N/C(N)=N\C=S. The frontier orbital gap is 0.303 Eh.

Structure (XYZ):
```
14
C3H6N4S ωB97M-V/def2-TZVPD
H 3.304 -2.014 0.357
N 2.323 -1.949 0.125
C 2.247 -0.583 -0.061
N 0.871 -0.244 0.001
C 0.337 1.003 -0.006
N 1.201 2.042 -0.106
N -0.908 1.379 0.146
C -1.911 0.470 0.230
S -2.198 -1.076 -0.160
H 3.068 0.342 -0.173
H 0.172 -1.083 0.192
H 0.822 3.007 -0.160
H 2.081 2.027 -0.492
H -2.718 1.004 0.700
```